Entry 1:
One molecule with the formula C24H31NO4. Source: the Open Molecules 2025 dataset; level of theory: ωB97M-V/def2-TZVPD.

Values from the calculation:
- E_HOMO: -8.0 eV
- SMILES string: CCOC(=O)C1(CCOc2ccccc2)CCN(Cc2cccc(OC)c2)CC1
- Energy relative to the best compared isomer or geometry (same formula, charge and spin): 14.1 kcal per mole
- Total energy: -35071.2573 eV
- Largest force on an atom: 0.61 eV/A
- Net charge: 0
- LUMO: 0.66 eV

```
60
Properties=species:S:1:pos:R:3:mulliken_charge:R:1
C -5.32455 2.47025 -0.90364 -0.6620
C -3.85642 1.29248 0.58708 0.5530
O -2.65805 0.97490 1.14478 -0.3132
H 0.26356 -2.25125 -1.61506 0.4002
C 1.14077 -1.62709 -1.40637 -1.1117
C 0.97407 -1.32007 1.45445 -1.2411
H 3.70539 0.27889 -1.90686 0.3630
C 4.70376 1.66432 0.99818 -0.6457
H -4.78525 -0.14155 1.85811 0.4474
H 4.08942 4.25026 0.01005 0.3494
H 0.57101 -3.25907 0.62440 0.4251
H 1.51281 0.36918 -0.66577 0.2094
C -4.95566 0.58567 1.07957 -0.2242
H -7.05875 0.26554 0.96665 0.3802
H -3.70276 -1.80585 0.04128 0.3071
H -1.44825 1.52719 -0.44068 0.3816
H -1.44828 2.63337 0.96021 0.6365
C 1.43974 -2.60214 0.75116 -1.1230
C -0.30019 0.82258 1.25914 -1.5153
C 4.74758 3.87324 -0.78002 -0.9164
H 2.16549 -3.12512 1.37707 0.4449
C 0.00603 -0.52410 0.56764 2.2220
H -0.53674 0.63277 2.30792 0.3861
H -5.46312 3.21240 -1.67650 0.3796
C 4.67631 0.52946 1.79324 -0.7478
H 0.59332 1.44808 1.21191 0.5649
C 0.66136 -0.30010 -0.79967 -0.9291
H -0.03838 0.16565 -1.49302 0.6358
H 4.67835 4.52829 -1.64712 0.2516
H 4.27694 -1.56586 1.90987 0.3787
H 0.46916 -1.59379 2.38173 0.5341
H -3.22428 2.81952 -0.79555 0.4013
O 4.34319 2.60361 -1.22861 -0.4223
N 2.01614 -2.40163 -0.55856 0.2777
C -6.21780 0.82024 0.57759 -0.5556
C 4.28725 -0.69078 1.27693 -0.7025
H -2.40735 -3.75955 -0.75573 0.3001
C 3.43742 -2.11854 -0.62530 -1.7996
O -1.92539 -1.08443 -0.70709 -0.0473
H 5.00909 2.60443 1.42954 0.4571
H 1.64963 -1.43628 -2.35373 0.4085
C -4.05059 2.24497 -0.40665 -0.3857
H 4.96481 0.60758 2.83135 0.3927
H 3.71949 -2.17642 -1.68118 0.4747
H 3.94244 -2.93312 -0.09613 0.4864
H -3.91386 -3.61799 -1.67069 0.4687
H 5.78054 3.86224 -0.41738 0.3734
C -2.95260 -3.15204 -1.47417 -1.4040
H -7.39716 1.94602 -0.81579 0.4035
C 4.34975 1.56654 -0.34189 0.7742
H 1.83140 -0.68938 1.69258 0.3481
C -3.16845 -1.75428 -0.91200 -0.2308
O -1.74111 -2.01393 1.32302 -0.6144
C 3.96228 0.33036 -0.85945 -0.3832
H -2.38484 -3.10412 -2.40078 0.3058
C -1.47960 1.57741 0.65401 -0.8915
H -3.72419 -1.12572 -1.61181 0.3862
C -6.40919 1.76298 -0.42155 -0.5134
C -1.30768 -1.29809 0.45888 -0.3935
C 3.91199 -0.79810 -0.05958 1.2645
```

=====

Entry 2:
One molecule with the formula C4H5NO2S at a distorted geometry. Source: the Open Molecules 2025 dataset; level of theory: ωB97M-V/def2-TZVPD.

Values from the calculation:
- E_HOMO (alpha / beta): -8.7 / -8.7 eV
- SMILES string: CC(=S)/C=C(/O)N=O
- Energy relative to the best compared isomer or geometry (same formula, charge and spin): 120.6 kcal per mole
- Total energy: -20644.9520 eV
- Largest force on an atom: 4.40 eV/A
- Net charge: 0
- LUMO (alpha / beta): -1.82 / -1.81 eV

```
13
Properties=species:S:1:pos:R:3:mulliken_charge:R:1
H -0.33784 0.31733 1.93747 0.2947
H 1.14265 1.26563 1.59563 0.3599
H -4.06247 -0.84834 -0.90563 0.3851
O -3.76430 -0.13844 1.08623 -0.5169
C -1.04541 0.51620 -0.79877 -0.5089
C 0.02742 1.28877 1.50918 -1.0187
N -2.61655 0.28896 0.77416 0.1262
H -0.45178 2.17954 1.83941 0.3538
S 0.24242 2.64156 -0.63975 -0.2442
C -2.31442 0.03286 -0.55454 0.4479
H -0.78063 0.51713 -1.88243 0.3580
O -3.17906 -0.62221 -1.33538 -0.4949
C -0.26036 1.28954 0.08663 0.4579
```

=====

Entry 3:
C9H10FN2O5P2S as an isolated structure at a distorted geometry. Source: the Open Molecules 2025 dataset; level of theory: ωB97M-V/def2-TZVPD.

Values from the calculation:
- E_HOMO: 3.7 eV
- Total energy: -54839.3292 eV
- Largest force on an atom: 1.35 eV/A
- Net charge: -3
- LUMO: 6.10 eV

```
30
Properties=species:S:1:pos:R:3:mulliken_charge:R:1
O 1.02490 -3.87488 -0.51327 -0.7233
C 0.67315 -1.15847 -0.22943 -0.3677
O 1.45191 3.14201 -3.97693 -0.5648
S 2.55222 1.95111 -1.31362 0.2414
C -2.35704 -1.52584 2.84515 -0.9052
H -0.21488 1.90032 1.99407 0.3127
P 1.10639 -2.55213 -1.22305 0.2659
H -3.07869 -2.18556 0.91555 0.3046
C 0.95635 1.23212 0.32528 0.3832
H -2.12657 0.60984 2.81578 0.3142
C 0.03455 1.05463 1.36642 -1.3845
H 0.29450 -2.56974 -2.38097 0.0290
H -4.33199 -2.04140 2.15223 0.3615
H -0.68127 -2.26697 1.01380 0.4754
H 2.41034 -2.29179 -1.67279 0.0557
H -1.71965 -2.40463 2.87215 0.4320
C -1.50140 -0.28222 2.77655 0.2080
P 2.70664 3.81436 -4.65256 0.8315
H -2.86452 -1.49898 3.81203 0.3856
C -0.24692 -1.29756 0.82325 -0.2158
C -3.42953 -1.58653 1.74723 -1.0593
C 1.28040 0.09357 -0.49793 1.0817
H -3.67362 -0.57941 1.42141 0.2869
N 1.62357 2.34008 -0.02153 -0.8372
O 3.71895 2.72157 -5.06543 -0.8020
F -0.75061 -0.27030 3.99569 -0.3609
N 2.17169 0.36614 -1.44878 -0.7321
C -0.56121 -0.19939 1.61878 0.5391
O 2.19322 4.59097 -5.88794 -0.7939
O 3.33912 4.76909 -3.61114 -0.7617
```

=====

Entry 4:
A 14-piece molecular cluster, C56H154N14O14 overall at a distorted geometry. Source: the Open Molecules 2025 dataset; level of theory: ωB97M-V/def2-TZVPD.

Values from the calculation:
- E_HOMO: -8.3 eV
- Energy relative to the best compared isomer or geometry (same formula, charge and spin): 185.5 kcal per mole
- Total energy: -110082.5557 eV
- Largest force on an atom: 3.46 eV/A
- Net charge: 0
- LUMO: 0.47 eV

```
238
Properties=species:S:1:pos:R:3:mulliken_charge:R:1
H 4.30833 -3.61108 2.65603 0.4238
H 0.73459 0.24489 1.54327 -0.3197
H 7.49361 5.34906 5.19259 0.4407
C 0.94531 -6.09638 -3.34354 0.6207
H 4.18395 -3.19270 -2.19603 0.1485
C 3.20151 -0.31242 -6.38404 -0.7895
H -2.35511 3.40534 5.63326 0.1289
H 2.51593 -7.44811 -3.73326 0.2892
H -1.75045 -4.98734 -4.06055 0.3792
H -3.85678 -6.30702 -7.80379 0.3115
C 1.39875 -1.39140 -5.44371 -0.8494
O -2.52616 7.50396 3.65966 -0.4317
C 0.29209 3.79547 -3.06220 -1.1883
H -2.41452 3.97804 7.26500 0.4040
C -6.32154 1.09424 0.03564 -0.6236
C 1.11186 -6.62905 -1.89965 -1.0435
C 4.15495 1.01117 -6.29457 0.5076
H -6.09215 -2.74632 0.65195 0.2282
H 5.52139 -6.06725 -6.70526 0.2791
H -7.20918 -3.26416 4.13367 0.3155
H -4.47736 0.41304 -2.55278 0.2736
H 1.49353 -3.91659 -3.09515 0.1146
N 4.86313 1.16307 -7.55030 -0.7135
H -4.84573 -0.77464 -6.43356 0.2660
C -2.55465 6.12789 3.80786 -0.3492
H -1.63855 5.68516 4.19880 0.0699
C -1.91774 3.25326 6.62001 -0.8419
H 5.07871 6.55548 4.21103 0.2943
H 4.48946 -5.72616 -5.57018 0.1695
H -2.69312 -3.59618 0.54171 0.3214
O 2.30032 -0.31815 -5.34842 0.0003
H 4.35629 -0.68050 -1.90346 0.3097
H -0.77762 0.94805 2.43922 0.3928
H 4.95675 5.42565 3.09628 0.3134
H 0.07819 1.67068 -0.40794 -0.8329
H 4.33916 1.34420 -8.39455 0.2827
C -0.67799 1.29462 0.28116 1.8701
H -2.12841 2.73055 9.28592 0.2743
C 0.68512 -4.35389 5.08758 -0.3241
H 7.61624 -4.90080 -6.92164 0.3671
H -4.35394 4.48411 -2.30695 0.4323
N 0.83105 8.14806 2.03724 -0.7261
H -1.83281 0.00827 -1.14930 0.3673
H -1.30225 -0.17142 7.32128 0.3759
H -0.20683 0.94804 6.57092 0.0606
C -3.92478 -3.94330 -6.56545 -0.6349
H 2.61929 -3.58358 3.02894 -0.0380
H 4.61284 1.00205 -2.22098 0.4833
O 5.09743 -4.98739 -3.06632 -0.3698
C 3.50763 -0.94031 2.91815 -0.8897
H -2.16916 -0.17330 0.64576 -0.2614
H -2.06784 -6.47974 -7.68054 0.2650
C 3.33225 -3.37820 2.23043 -1.3451
H 5.03326 3.11550 1.57067 0.0686
H -1.83888 8.93715 2.38749 0.3622
H 1.77830 8.32590 2.33922 0.2409
C -6.97556 -4.19331 3.61387 -1.4387
H 3.87338 -0.88170 0.21961 0.2737
H -8.10615 -2.04858 -0.68574 0.1495
C -0.74611 -3.62695 3.29985 0.0287
H 0.16137 -6.59225 -3.91594 0.3315
H 2.66240 2.36655 -5.46494 0.0496
H 1.02615 8.30044 4.97364 0.3168
H -3.00633 -6.40262 -6.24130 0.2965
H 0.09912 4.22761 -4.04409 0.4984
C -0.02487 7.75126 3.12793 1.5797
H 3.97685 3.21236 -6.17026 0.3666
N -2.22015 -3.11784 1.29510 0.5251
C 1.99584 4.06669 4.40120 -0.9674
C 3.89285 0.30058 -1.79947 -1.2001
H -5.73967 -2.10800 -6.11158 0.2211
C -2.40418 -1.94241 -6.40352 -1.3000
H 5.46078 -3.24309 -4.22087 0.2509
C 4.57832 -4.18873 -1.99479 -0.2676
H 3.03572 0.24491 -2.47053 0.4355
C -1.26456 0.70745 6.67765 -0.5754
C -5.34663 0.31093 -1.90313 -1.0762
H -6.06262 -4.97464 1.80987 0.2725
H -3.84871 -4.17761 -5.50366 0.2767
H -1.43807 -2.66262 0.84651 -0.6830
H 0.80395 -1.32562 -6.35475 0.4025
H 2.60889 0.89942 4.72516 0.1980
O 3.35897 4.15996 3.94615 -0.0044
H 1.81480 -2.38736 -5.29186 0.3823
H 1.34920 -1.96734 -0.81609 -0.1219
H -2.54429 -4.47233 -2.50118 0.2942
C -8.71496 -2.66381 -0.02321 -0.6220
H 2.35929 1.84929 0.61852 -0.4079
H -6.97147 -2.07708 1.97120 0.2823
C 5.59831 4.59597 4.51331 0.7137
H -3.94410 -2.21050 -7.86421 0.2079
H 1.86994 3.71971 5.42680 0.4554
H 3.01007 -6.09222 -3.37942 0.1386
H 6.78655 -3.91715 -3.45245 0.3357
H -1.89225 -0.86663 3.76655 0.2664
H -5.65618 -0.71928 -1.72725 0.1928
O -2.35461 3.99908 -1.73324 -0.2579
H 1.10633 -0.24004 -1.01501 -0.4113
C -3.82645 -2.43219 -6.80350 0.2571
H -0.84403 3.43908 6.59284 -0.0362
O 3.59214 0.71694 -0.46055 -0.3877
O -7.97577 -3.56794 0.75460 -0.4047
H -4.34795 1.21032 1.61280 -0.3871
H 0.20426 -1.35281 -2.04018 0.2292
H 4.76551 0.94628 -5.39395 0.2054
C -1.67886 5.22355 -2.12579 -0.9913
H 0.11342 3.65168 -0.62791 -0.3742
H -1.44922 -3.22609 4.02995 0.3353
H 2.65129 -0.16648 -7.31358 0.2650
O -0.53924 -4.16745 -2.56917 0.0057
H -0.02878 -4.17522 5.89166 0.2979
C 6.28922 -5.06097 -5.21198 0.7756
H 1.57118 5.07057 4.40123 0.2889
N -1.63470 2.03517 8.74482 -0.7395
O -0.11133 -4.74545 3.89628 -0.4577
H 6.01321 3.83977 3.84689 0.2126
H -0.30377 2.90495 -2.86208 0.1482
H -4.92193 -4.28614 -6.84160 0.4563
H 7.27118 -3.31284 -6.09272 0.2661
H 1.37330 -5.18042 5.26460 0.2769
H -4.65956 2.62255 2.59495 0.3003
H -4.22011 -2.97154 2.19464 0.1645
H 6.79879 3.96750 6.17014 0.3761
H 2.25707 -1.74426 1.31417 -1.6207
H 2.27948 2.08377 -1.14181 0.0288
H 0.51114 9.78032 3.97057 0.3845
H -2.33186 -0.85506 -6.42688 0.4743
O 2.43615 -1.07722 3.91599 -0.0746
H 5.66585 2.00401 0.36123 0.3696
H -5.57786 1.19210 2.93193 0.4606
H -7.28638 3.07973 2.39841 0.2765
C 0.63098 -4.55035 -3.30122 -0.5150
H 0.17421 -4.08899 0.95829 -0.0385
H -9.36197 -1.91771 0.43809 0.2995
H 1.74134 -0.24777 5.64605 0.2121
C 5.20545 2.98183 0.50269 -1.4990
H 3.81516 -1.20382 -6.51421 0.3641
H 0.74342 9.08086 1.66004 0.2493
H -2.14908 -4.94123 2.56827 0.5569
H -3.39176 5.80843 4.42858 0.3231
H 3.50484 -0.38488 5.66088 0.3788
H -0.57031 8.86854 4.91870 0.3832
H -0.05774 -5.69891 1.57724 0.5013
H -1.74809 7.54372 1.66161 0.2050
H 1.91778 -6.15461 -1.33976 0.1033
H -3.11860 1.71722 7.43350 0.3613
H 0.44780 -4.30502 -4.34733 0.3437
N 3.12280 4.20110 0.22116 -0.5645
C -2.04757 1.90280 7.35259 0.3926
H 1.25832 3.47384 3.86019 0.0841
H 3.05031 -4.13858 1.50212 0.2253
H 4.21763 3.51703 5.66139 0.3136
H -9.43283 -3.26196 -0.58442 0.2932
C -1.66610 -4.90916 -2.97663 -1.2052
C -6.10994 -4.02410 2.34122 0.4750
H -2.29557 -2.12786 -5.33492 0.2097
C 3.23271 -1.96408 1.74765 2.7132
H -7.94323 -4.59469 3.31287 0.3579
H -1.90486 5.40224 -3.17703 0.3217
H 5.81811 3.84328 0.23693 0.4046
H -2.38613 2.32617 1.01908 0.0436
C 2.64169 -0.14345 5.04057 -0.8313
C -1.32953 -0.58986 4.65808 -0.5889
C -1.54713 -4.17418 2.08106 -0.0154
C 4.20737 4.37750 4.99235 -0.7366
C -2.95907 -6.01491 -7.25893 -0.7859
H 6.67693 -6.04036 -4.93162 0.2273
N 5.24318 -5.30970 -6.09796 -0.7366
H -6.60830 -4.87678 4.37943 0.3800
H 0.07776 6.69600 3.38087 -0.5317
H 0.02298 -2.89806 3.04431 -0.0036
H 0.68774 -1.31999 -4.62063 -0.0157
H 3.57408 0.03956 2.44536 0.0959
H -1.62654 -2.34788 -7.05080 0.3776
H -1.61366 -5.93002 -2.59819 0.3489
H -0.66358 2.30771 8.79732 0.2303
O -0.53867 -1.14500 -0.17106 0.1202
C 2.94605 1.90318 -0.29850 0.3105
C -0.02308 1.02036 1.65593 -0.5026
H -0.23388 5.12354 -0.13812 0.1431
H -7.64439 1.61605 2.23099 0.2984
H -6.11107 0.85308 -2.45974 0.3978
N -1.56305 2.43001 0.44302 -0.2248
H -4.12837 3.11636 -1.26082 -0.0481
H 3.73701 -4.69346 -1.51987 -0.1965
O -2.86696 -4.65152 -7.30322 -0.2920
H 3.95079 5.26792 5.56630 0.3852
H 2.13836 4.26291 0.00403 0.3410
H 2.76393 2.35797 -7.23577 0.3678
H 1.35266 3.54654 -3.02576 0.2685
C 0.31190 8.75689 4.28836 -1.4647
C 3.90789 3.09679 -0.28327 0.3584
H -4.21968 -4.20605 3.20447 0.2199
C 5.89004 -4.21897 -3.99400 -0.6612
H -0.28863 -0.42448 4.38010 0.0441
C -1.42815 -0.01323 -0.13742 -0.7037
C -5.13748 1.76718 2.11741 -0.7399
H 4.52171 -1.07962 3.29278 0.5530
H -1.07810 -5.22660 0.22235 0.2475
C -0.14393 4.95856 -2.12058 0.2831
H 6.30019 5.60563 6.38900 0.3342
N -4.82104 -3.49333 2.81651 -0.4789
H -2.78962 5.70626 2.83056 0.2545
H 0.30643 -6.61878 -1.16529 0.1108
N 4.14615 -1.73019 0.69475 -0.0350
C 0.60108 -1.20564 -1.03571 0.1856
C 3.34524 2.33572 -6.31399 -1.1013
H 3.20275 4.13958 1.22611 0.2182
N 0.32238 4.62184 -0.81558 -0.3939
C 6.60392 4.89067 5.62435 -1.7565
H 5.27415 0.27121 -7.78642 0.2532
C -6.12365 2.16540 1.04309 1.0166
N 5.60459 5.81774 3.76462 -0.7833
C 7.37777 -4.39250 -5.98737 -1.4810
C -6.79324 -3.01353 1.44262 -0.4443
C -0.58031 -4.85890 1.11963 -1.2360
H -1.40906 -1.44856 5.32473 0.6399
O -5.06465 0.95221 -0.69549 0.3039
H 5.01815 -1.40045 1.08332 0.3969
H 8.25424 -4.42544 -5.34021 0.3910
C -3.78791 4.13565 -1.44308 -0.7867
H -2.02327 6.03788 -1.48834 0.5130
H -4.06200 4.73897 -0.57763 0.2735
N 2.25382 -6.49031 -3.91765 -0.7062
H 5.28043 -4.00739 -1.18098 0.4450
H -1.93868 2.71898 -0.44888 0.2078
H 4.20932 3.26506 -1.31716 0.3652
H -7.17672 1.42720 -0.55251 0.4609
N -7.42656 2.41423 1.65171 -0.8330
H -5.79685 3.11347 0.61591 -0.0599
C -1.54255 7.92474 2.66195 -0.8256
H 0.40197 5.87086 -2.36104 0.4505
H -6.49087 0.13588 0.52651 -0.1017
H 1.41285 -7.67659 -1.88625 0.4831
H 1.37344 -3.56222 4.79166 -0.1519
H 0.48193 1.93291 1.97267 -0.0717
O -1.93272 0.39810 5.46716 -0.3709
N -4.82762 -1.68796 -6.00275 -0.5705
```